Computed, not measured: a cluster of 2 separate species, C7H11N2S in total in a non-equilibrium geometry, with ωB97M-V with the def2-TZVPD basis set.

The net charge is +1. The maximum force is 5.42 eV/A. The calculation puts the energy relative to the best compared isomer or geometry (same formula, charge and spin) at 5.4271 eV. The HOMO-LUMO gap is 7.999 eV. The calculation puts the LUMO energy at -4.1 eV.

Each line ends with the natural charge from an NBO analysis.
Geometry (Å):
C (-3.70, 0.70, 0.55)  -0.1203
C (-1.56, 0.22, -0.25)  -0.1521
C (-1.66, 1.47, 0.26)  0.0370
C (1.77, -0.04, -0.52)  -0.4443
C (0.48, -0.75, -0.78)  -0.1655
C (1.42, -1.34, 0.26)  -0.1334
C (-0.51, 2.44, 0.36)  -0.6293
N (-2.92, 1.70, 0.68)  -0.3892
N (2.20, -2.49, -0.05)  -0.6591
S (-2.98, -0.66, -0.21)  0.4401
H (-4.72, 0.57, 0.76)  0.2256
H (2.58, -0.02, -1.12)  0.2260
H (1.61, 0.90, -0.07)  0.2543
H (0.23, -1.14, -1.76)  0.2357
H (1.18, -1.26, 1.20)  0.2322
H (0.31, 1.90, 0.70)  0.1946
H (-0.26, 2.90, -0.59)  0.2351
H (-0.70, 3.36, 1.02)  0.2554
H (3.22, -2.59, 0.37)  0.4618
H (2.28, -2.54, -1.07)  0.4488
H (1.73, -3.33, 0.27)  0.4465